A) DFT (wB97M-V/def2-TZVPD) results for the molecule C4H6O.

Cartesian coordinates (Å):
1 O -0.971 -1.356 0.810
2 C -1.209 -0.536 -0.325
3 C -0.255 0.638 -0.366
4 C 2.183 0.389 0.563
5 C 1.030 0.298 0.232
6 H -0.049 -1.237 1.067
7 H -1.080 -1.098 -1.261
8 H -0.013 0.940 -1.392
9 H -0.597 1.527 0.176
10 H -2.236 -0.162 -0.274
11 H 3.198 0.596 0.770

Summary:
- Molar mass: 70.091 g/mol
- HOMO: -10.0926 eV
- HOMO-LUMO gap: 11.01 eV
- SMILES string: C#CCCO

Atomic charges from the Mulliken analysis, expressed in e, are listed below:
1. O -0.498
2. C -0.330
3. C -0.323
4. C 0.143
5. C -0.744
6. H 0.308
7. H 0.224
8. H 0.288
9. H 0.237
10. H 0.264
11. H 0.432

B) DFT (wB97M-V/def2-TZVPD) results for a cluster of 2 separate species, C4H6O in total.

Cartesian coordinates (Å):
1 O 0.040 1.085 -1.408
2 C -0.100 -1.010 0.590
3 C 0.095 -1.240 -0.876
4 C 1.177 -1.189 -0.154
5 C -0.420 1.709 -0.490
6 H -0.481 -1.796 1.232
7 H -0.421 -1.408 -1.786
8 H 2.235 -1.173 -0.067
9 H 0.209 2.270 0.219
10 H -0.385 -0.007 0.923
11 H -1.501 1.795 -0.306

Summary:
- Molar mass: 70.091 g/mol
- HOMO: -9.2157 eV
- HOMO-LUMO gap: 10.16 eV
- SMILES string: C1=CC1.C=O

Atomic charges from the Mulliken analysis, expressed in e, are listed below:
1. O -0.381
2. C -0.526
3. C -0.342
4. C -0.136
5. C -0.237
6. H 0.226
7. H 0.388
8. H 0.345
9. H 0.297
10. H 0.068
11. H 0.297

Energy comparison, zero being the most stable, in kcal/mol: A) 0.0; B) 36.2.

A) DFT (wB97M-V/def2-TZVPD) results for a structure of composition C4H6O.

Cartesian coordinates (Å):
1 O 1.676 -0.087 -1.342
2 C 0.909 0.635 0.932
3 C -0.155 -0.089 1.316
4 C 0.995 -0.118 -0.355
5 C -0.222 -0.977 0.085
6 H -1.045 1.185 -1.893
7 H -1.747 0.974 -2.017
8 H -0.766 -0.063 2.211
9 H 1.469 1.448 1.379
10 H -0.005 -2.040 0.232
11 H -1.108 -0.868 -0.548

Summary:
- Molar mass: 70.091 g/mol
- HOMO: -9.7527 eV
- HOMO-LUMO gap: 10.37 eV

Atomic charges from the Mulliken analysis, expressed in e, are listed below:
1. O -0.560
2. C -0.550
3. C -0.108
4. C 0.408
5. C -0.363
6. H -0.094
7. H 0.097
8. H 0.379
9. H 0.409
10. H 0.236
11. H 0.144

B) DFT (wB97M-V/def2-TZVPD) results for the molecule C4H6O.

Cartesian coordinates (Å):
1 O 1.416 -0.010 0.769
2 C -1.049 -0.088 0.454
3 C -0.377 -0.632 -0.722
4 C -1.377 0.641 1.357
5 C 1.047 -0.029 -0.589
6 H 0.720 0.496 1.236
7 H -0.939 -0.282 -1.599
8 H -1.935 1.286 1.986
9 H -0.352 -1.726 -0.752
10 H 1.060 0.982 -1.027
11 H 1.788 -0.639 -1.112

Summary:
- Molar mass: 70.091 g/mol
- HOMO: -10.0274 eV
- HOMO-LUMO gap: 11.06 eV
- SMILES string: C#CCCO

Atomic charges from the Mulliken analysis, expressed in e, are listed below:
1. O -0.482
2. C -0.324
3. C -0.288
4. C -0.209
5. C -0.427
6. H 0.270
7. H 0.275
8. H 0.398
9. H 0.240
10. H 0.253
11. H 0.293

C) DFT (wB97M-V/def2-TZVPD) results for the molecule C4H6O.

Cartesian coordinates (Å):
1 O 0.730 0.462 0.100
2 C -0.449 -0.289 0.261
3 C 0.463 1.825 -0.103
4 C -0.166 -1.705 0.010
5 C 0.042 -2.869 -0.209
6 H -0.066 1.990 -1.054
7 H -1.229 0.051 -0.442
8 H -0.855 -0.163 1.278
9 H -0.140 2.259 0.709
10 H 1.425 2.337 -0.144
11 H 0.246 -3.898 -0.406

Summary:
- Molar mass: 70.091 g/mol
- HOMO: -9.9194 eV
- HOMO-LUMO gap: 10.94 eV
- SMILES string: C#CCOC

Atomic charges from the Mulliken analysis, expressed in e, are listed below:
1. O -0.316
2. C -0.560
3. C -0.675
4. C -0.489
5. C 0.272
6. H 0.293
7. H 0.263
8. H 0.274
9. H 0.279
10. H 0.251
11. H 0.409

Energy comparison, zero being the most stable, in kcal/mol: A) 1.9; B) 0.0; C) 4.9.

A) DFT (wB97M-V/def2-TZVPD) results for a structure of composition CH3NS2.

Cartesian coordinates (Å):
1 S -2.606 -0.361 -0.790
2 S 1.589 0.846 -0.930
3 N -0.240 -0.559 0.409
4 C 0.742 0.145 0.399
5 H 2.427 1.356 0.015
6 H -1.310 -0.453 -0.395
7 H -0.601 -0.974 1.291

Summary:
- Molar mass: 93.176 g/mol
- HOMO (alpha / beta): -9.1658 / -8.2955 eV
- HOMO-LUMO gap (alpha / beta): 7.92 / 6.60 eV

Atomic charges from the Mulliken analysis, expressed in e, are listed below:
1. S -0.306
2. S -0.113
3. N -0.318
4. C 0.064
5. H 0.188
6. H 0.209
7. H 0.276

B) DFT (wB97M-V/def2-TZVPD) results for the molecule CH3NS2.

Cartesian coordinates (Å):
1 S -2.180 0.019 -0.021
2 S 2.081 0.156 0.047
3 N 0.448 -0.257 0.196
4 C -0.480 0.589 -0.118
5 H 2.649 -1.012 -0.064
6 H -1.890 -1.077 0.562
7 H -0.628 1.582 -0.602

Summary:
- Molar mass: 93.176 g/mol
- HOMO: -8.6249 eV
- HOMO-LUMO gap: 9.37 eV
- SMILES string: S/C=N/S

Atomic charges from the Mulliken analysis, expressed in e, are listed below:
1. S -0.210
2. S -0.138
3. N -0.410
4. C 0.176
5. H 0.138
6. H 0.141
7. H 0.304

C) DFT (wB97M-V/def2-TZVPD) results for the molecule CH3NS2.

Cartesian coordinates (Å):
1 S 0.994 1.253 0.237
2 S 3.806 -0.167 -0.175
3 N -0.334 0.346 0.022
4 C 2.227 -0.172 -0.165
5 H -0.810 0.433 -0.816
6 H 1.677 -1.115 -0.322
7 H -0.880 0.184 0.998

Summary:
- Molar mass: 93.176 g/mol
- HOMO: -8.5368 eV
- HOMO-LUMO gap: 8.54 eV
- SMILES string: NSC=S

Atomic charges from the Mulliken analysis, expressed in e, are listed below:
1. S 0.021
2. S -0.222
3. N -0.488
4. C -0.141
5. H 0.238
6. H 0.313
7. H 0.279

Energy comparison, zero being the most stable, in kcal/mol: A) 71.0; B) 0.0; C) 2.8.

A) DFT (wB97M-V/def2-TZVPD) results for a structure of composition C5H13NO2.

Cartesian coordinates (Å):
1 O 2.548 -0.208 -0.903
2 O 0.502 1.398 -0.709
3 N -0.089 -1.415 -0.635
4 C -2.509 0.454 -0.475
5 C 0.164 -0.671 0.508
6 C -1.694 0.883 0.715
7 C 2.322 -0.632 0.480
8 C 0.203 0.763 0.468
9 H -0.676 -2.228 -0.530
10 H 1.345 0.991 -1.043
11 H -1.715 1.965 0.849
12 H -0.108 -1.129 1.452
13 H 3.493 -0.188 -1.105
14 H -2.082 0.846 -1.400
15 H 2.924 -0.007 1.146
16 H -2.023 0.417 1.645
17 H 0.368 -1.044 -1.463
18 H 2.613 -1.682 0.576
19 H -3.529 0.853 -0.409
20 H -2.607 -0.633 -0.530
21 H 0.549 1.267 1.364

Summary:
- Molar mass: 119.164 g/mol
- HOMO: -7.0183 eV
- HOMO-LUMO gap: 7.81 eV

Atomic charges from the Mulliken analysis, expressed in e, are listed below:
1. O -0.561
2. O -0.560
3. N -0.222
4. C -0.906
5. C -0.597
6. C -0.729
7. C -0.651
8. C 0.088
9. H 0.236
10. H 0.476
11. H 0.368
12. H 0.388
13. H 0.266
14. H 0.232
15. H 0.365
16. H 0.411
17. H 0.242
18. H 0.295
19. H 0.364
20. H 0.212
21. H 0.283

B) DFT (wB97M-V/def2-TZVPD) results for a cluster of 2 separate species, C5H13NO2 in total.

Cartesian coordinates (Å):
1 O 0.398 1.994 0.262
2 O 1.270 0.858 2.071
3 N 1.160 0.047 -1.473
4 C 2.189 -1.279 0.369
5 C -2.627 0.161 -0.793
6 C 1.005 0.887 0.749
7 C -2.081 -0.439 0.489
8 C 1.264 -0.178 -0.085
9 H 1.760 0.806 -1.798
10 H 0.874 1.677 2.418
11 H -3.690 0.411 -0.709
12 H 3.240 -0.999 0.235
13 H -2.510 -0.540 -1.626
14 H -2.613 -1.367 0.728
15 H -0.909 -0.609 0.367
16 H 2.015 -2.185 -0.222
17 H 0.198 1.750 -0.671
18 H -2.084 1.076 -1.050
19 H -2.273 0.238 1.330
20 H 2.039 -1.521 1.425
21 H 1.375 -0.788 -2.015

Summary:
- Molar mass: 119.164 g/mol
- HOMO: -7.3630 eV
- HOMO-LUMO gap: 8.08 eV
- SMILES string: CC(N)=C(O)O.CC

Atomic charges from the Mulliken analysis, expressed in e, are listed below:
1. O -0.591
2. O -0.490
3. N -0.682
4. C -1.483
5. C -0.853
6. C 0.194
7. C -0.525
8. C 0.785
9. H 0.216
10. H 0.351
11. H 0.355
12. H 0.313
13. H 0.243
14. H 0.367
15. H 0.050
16. H 0.389
17. H 0.394
18. H 0.193
19. H 0.218
20. H 0.314
21. H 0.241

C) DFT (wB97M-V/def2-TZVPD) results for the molecule C5H13NO2.

Cartesian coordinates (Å):
1 O -1.193 -0.794 -0.356
2 O 0.226 1.050 -0.487
3 N 0.879 -1.105 0.403
4 C -0.517 0.439 1.655
5 C -2.445 -0.141 -0.400
6 C -0.141 -0.099 0.271
7 C 2.233 -0.682 0.704
8 C 0.551 0.797 -1.848
9 H -0.909 -0.386 2.247
10 H -0.259 0.272 -2.363
11 H 2.205 0.170 1.381
12 H 2.740 -1.510 1.201
13 H -2.334 0.911 -0.689
14 H -3.027 -0.669 -1.157
15 H 2.824 -0.393 -0.173
16 H 0.697 1.779 -2.297
17 H 0.364 0.837 2.139
18 H 0.851 -1.717 -0.413
19 H 1.471 0.212 -1.949
20 H -1.253 1.234 1.565
21 H -2.963 -0.204 0.563

Summary:
- Molar mass: 119.164 g/mol
- HOMO: -8.9862 eV
- HOMO-LUMO gap: 9.95 eV
- SMILES string: CNC(C)(OC)OC

Atomic charges from the Mulliken analysis, expressed in e, are listed below:
1. O -0.465
2. O -0.414
3. N -0.254
4. C -1.601
5. C -0.771
6. C 1.055
7. C -0.771
8. C -0.690
9. H 0.343
10. H 0.281
11. H 0.284
12. H 0.285
13. H 0.345
14. H 0.272
15. H 0.235
16. H 0.288
17. H 0.433
18. H 0.283
19. H 0.204
20. H 0.385
21. H 0.273

Energy comparison, zero being the most stable, in kcal/mol: A) 78.3; B) 7.9; C) 0.0.

A) DFT (wB97M-V/def2-TZVPD) results for the molecule C5H13NO2.

Cartesian coordinates (Å):
1 O -2.400 0.253 -0.436
2 O 1.236 -1.980 0.242
3 N 1.162 -0.986 -0.807
4 C -0.336 -0.568 -1.013
5 C -0.542 1.782 0.000
6 C 2.113 0.049 -0.444
7 C -0.930 0.313 0.073
8 C -0.895 -0.229 1.489
9 H 0.421 1.983 0.477
10 H -1.556 0.352 2.140
11 H 2.027 0.904 -1.120
12 H 2.009 0.387 0.593
13 H -2.764 -0.615 -0.191
14 H 0.120 -0.208 1.898
15 H 3.133 -0.339 -0.551
16 H -0.503 2.133 -1.035
17 H -1.243 -1.266 1.524
18 H -1.295 2.394 0.508
19 H 1.468 -2.780 -0.264
20 H -0.355 -0.058 -1.980
21 H -0.871 -1.519 -1.103

Summary:
- Molar mass: 119.164 g/mol
- HOMO: -8.7277 eV
- HOMO-LUMO gap: 9.54 eV
- SMILES string: CN(O)CC(C)(C)O

Atomic charges from the Mulliken analysis, expressed in e, are listed below:
1. O -0.613
2. O -0.439
3. N -0.094
4. C -0.970
5. C -1.650
6. C -0.776
7. C 1.606
8. C -1.516
9. H 0.330
10. H 0.424
11. H 0.310
12. H 0.248
13. H 0.351
14. H 0.295
15. H 0.278
16. H 0.360
17. H 0.353
18. H 0.426
19. H 0.344
20. H 0.362
21. H 0.370

B) DFT (wB97M-V/def2-TZVPD) results for a cluster of 2 separate species, C5H13NO2 in total.

Cartesian coordinates (Å):
1 O 1.211 -0.227 3.036
2 O 1.874 -0.184 -3.349
3 N -0.078 0.074 1.092
4 C -1.411 0.556 0.618
5 C 0.877 -0.554 0.159
6 C 0.589 -2.005 -0.277
7 C -1.469 2.042 0.306
8 C 0.188 0.081 2.423
9 H -1.469 0.101 -0.389
10 H 1.188 -2.158 -1.190
11 H 0.843 -0.026 -0.813
12 H -0.790 2.287 -0.528
13 H -1.157 2.615 1.195
14 H 1.068 -0.741 -3.259
15 H 0.976 -2.669 0.514
16 H -2.491 2.351 0.029
17 H -2.247 0.151 1.219
18 H -0.456 -2.285 -0.490
19 H 1.895 -0.431 0.574
20 H 1.575 0.605 -3.855
21 H -0.717 0.417 2.985

Summary:
- Molar mass: 119.164 g/mol
- HOMO: -9.3170 eV
- HOMO-LUMO gap: 9.76 eV
- SMILES string: CCN(C=O)CC.O

Atomic charges from the Mulliken analysis, expressed in e, are listed below:
1. O -0.584
2. O -0.645
3. N 0.263
4. C -0.709
5. C -0.471
6. C -1.055
7. C -0.977
8. C 0.058
9. H 0.252
10. H 0.333
11. H 0.230
12. H 0.263
13. H 0.292
14. H 0.317
15. H 0.318
16. H 0.348
17. H 0.490
18. H 0.305
19. H 0.341
20. H 0.317
21. H 0.314

Energy comparison, zero being the most stable, in kcal/mol: A) 42.8; B) 0.0.